89
Properties=species:S:1:pos:R:3 method="wB97M-V/def2-TZVPD" gap_ha="0.1762 / 0.1762" homo_ev="-1.045 / -1.044" de_lowest_ev=0.000 spin_multiplicity=1 total_charge=-2 total_energy_ha=-3229.9515
Cs -0.0158 -0.0113 0.0124
C -2.6244 4.5807 -4.2567
C -2.8978 3.4209 -4.9933
C -2.9219 2.1772 -4.3843
C -2.6678 2.1155 -3.0191
C -2.6208 1.0128 -2.0502
N -2.3198 1.4802 -0.8362
C -2.1781 2.8281 -0.9022
N -1.9289 3.6681 0.0872
C -1.6803 3.2809 1.3357
C -1.6771 4.2160 2.4614
C -1.8136 5.5972 2.5600
C -1.7540 6.1706 3.8183
C -1.5770 5.3826 4.9636
C -1.4568 4.0068 4.8703
C -1.5016 3.4286 3.6056
C -1.3992 2.0500 3.1239
N -1.3128 1.0080 3.9642
C -1.4624 -0.2410 3.5795
N -1.7584 -0.7150 2.3427
C -1.9247 -2.0390 2.4079
N -2.3522 -2.8788 1.4614
C -2.6548 -2.4839 0.2335
N -2.4117 -1.2926 -0.3252
C -2.9313 -1.2578 -1.5695
N -2.9446 -0.2423 -2.4060
C -3.5232 -2.5742 -1.8855
C -4.1378 -3.0877 -3.0142
C -4.5703 -4.4064 -2.9721
C -4.3997 -5.1840 -1.8250
C -3.7921 -4.6620 -0.6906
C -3.3536 -3.3504 -0.7400
C -1.6646 -2.5148 3.7814
C -1.6666 -3.7708 4.3704
C -1.3707 -3.8530 5.7229
C -1.0842 -2.7060 6.4693
C -1.0868 -1.4502 5.8812
C -1.3771 -1.3701 4.5268
N -1.4628 2.0248 1.7866
C -2.3946 3.2742 -2.2835
C -2.3696 4.5215 -2.8971
H -2.6124 5.5381 -4.7663
H -3.0906 3.5015 -6.0574
H -3.1304 1.2708 -4.9387
H -1.9615 6.1902 1.6660
H -1.8475 7.2461 3.9248
H -1.5373 5.8626 5.9356
H -1.3310 3.3822 5.7459
H -4.2582 -2.4774 -3.8999
H -5.0391 -4.8475 -3.8445
H -4.7406 -6.2134 -1.8272
H -3.6480 -5.2557 0.2029
H -1.8910 -4.6486 3.7777
H -1.3575 -4.8211 6.2113
H -0.8552 -2.8062 7.5247
H -0.8686 -0.5500 6.4418
H -2.1556 5.4082 -2.3136
C 5.6521 2.7268 -3.8821
O 6.3012 2.3192 -2.6987
C 5.6028 1.4789 -1.8624
C 6.2866 1.1203 -0.6824
C 5.6549 0.2808 0.1973
C 4.3663 -0.2508 -0.0137
C 3.8277 -1.1990 0.9526
C 4.5827 -1.4135 2.2640
O 2.8156 -1.8770 0.7913
C 3.6444 0.1462 -1.2082
O 2.4775 -0.2265 -1.4811
C 4.3471 1.0154 -2.1249
H 6.3530 3.3767 -4.4033
H 4.7332 3.2795 -3.6646
H 5.4018 1.8701 -4.5154
H 7.2777 1.5104 -0.4983
H 6.1927 0.0066 1.0957
H 5.5268 -1.9324 2.0846
H 3.9499 -2.0331 2.8951
H 4.8102 -0.4799 2.7783
H 3.7841 1.2919 -3.0048
S -0.4716 -4.0665 -2.5715
C 1.1083 -3.6149 -2.7346
N 1.9436 -3.2454 -1.7682
C 3.3364 -3.0644 -2.1243
C 3.3179 -2.6113 -3.5753
S 1.9487 -3.5678 -4.2922
H 1.5937 -3.0282 -0.8444
H 3.8599 -4.0265 -2.0383
H 3.7917 -2.3404 -1.4573
H 4.2539 -2.8328 -4.0849
H 3.0956 -1.5456 -3.6271